(1)
{
  "formula": "C58H45BrN6Rb",
  "method": "ωB97M-V with the def2-TZVPD basis set",
  "fmax_ev_per_a": 0.7,
  "orbital_gap_ha": 0.1688,
  "charge": -1,
  "relative_energy_kcal_mol": 0.0,
  "energy_ha": -5163.785450,
  "homo_ev": -3.54,
  "elements": ["Rb", "C", "C", "C", "C", "C", "C", "C", "C", "C", "C", "C", "C", "C", "C", "C", "C", "C", "C", "C", "N", "C", "C", "C", "C", "C", "C", "C", "C", "C", "C", "C", "C", "N", "C", "C", "C", "C", "C", "N", "C", "C", "C", "C", "C", "C", "C", "C", "N", "H", "H", "H", "H", "H", "H", "H", "H", "H", "H", "H", "H", "H", "H", "H", "H", "H", "H", "H", "H", "H", "H", "H", "H", "H", "H", "H", "H", "Br", "C", "C", "C", "C", "C", "C", "C", "C", "C", "C", "H", "H", "H", "H", "H", "H", "N", "C", "C", "N", "C", "C", "H", "H", "H", "H", "H", "H", "H", "H", "H", "H", "H"],
  "coordinates": [[-0.5602, 0.5145, 0.6420], [-3.1345, 5.3562, -4.7620], [-2.1609, 4.5938, -5.3919], [-1.4884, 3.6038, -4.6884], [-1.7833, 3.3578, -3.3498], [-2.7586, 4.1316, -2.7246], [-3.4296, 5.1240, -3.4259], [-1.0576, 2.2945, -2.5869], [-1.5009, 0.9837, -2.7532], [-2.5030, 0.5882, -3.7391], [-2.5470, -0.7611, -3.7233], [-1.5718, -1.1971, -2.7089], [-1.2443, -2.5554, -2.4269], [-1.7684, -3.5829, -3.3648], [-2.4107, -4.7523, -2.9356], [-2.9040, -5.6946, -3.8260], [-2.7697, -5.4990, -5.1925], [-2.1140, -4.3623, -5.6442], [-1.6159, -3.4289, -4.7484], [-0.3328, -2.9786, -1.4264], [0.2063, -2.1997, -0.4657], [1.1096, -2.9587, 0.2224], [2.0844, -2.5302, 1.1370], [2.8093, -3.6050, 1.8705], [2.1176, -4.4964, 2.6948], [2.7769, -5.5148, 3.3666], [4.1494, -5.6656, 3.2286], [4.8519, -4.7892, 2.4135], [4.1895, -3.7715, 1.7435], [2.5332, -1.1946, 1.3577], [3.5432, -0.7691, 2.3220], [3.6672, 0.5750, 2.1732], [2.7295, 0.9608, 1.1317], [2.0819, -0.1365, 0.6776], [2.4946, 2.2812, 0.6931], [1.6115, 2.7458, -0.2964], [1.3299, 4.1458, -0.5829], [0.3336, 4.1553, -1.5033], [0.0163, 2.7568, -1.7700], [0.8303, 1.9588, -1.0755], [3.3123, 3.3343, 1.3745], [4.6039, 3.6129, 0.9325], [5.3711, 4.5838, 1.5590], [4.8559, 5.2916, 2.6370], [3.5709, 5.0214, 3.0827], [2.8044, 4.0479, 2.4550], [1.0768, -4.3258, -0.2931], [0.2079, -4.3326, -1.3305], [-1.0261, -0.1288, -2.1181], [-3.6588, 6.1301, -5.3094], [-1.9204, 4.7707, -6.4333], [-0.7242, 3.0095, -5.1745], [-2.9850, 3.9514, -1.6798], [-4.1843, 5.7165, -2.9232], [-3.0717, 1.2533, -4.3708], [-3.1730, -1.3927, -4.3343], [-2.4825, -4.9452, -1.8720], [-3.3881, -6.5891, -3.4505], [-3.1518, -6.2296, -5.8939], [-1.9736, -4.2052, -6.7069], [-1.0856, -2.5615, -5.1181], [1.0481, -4.3701, 2.8093], [2.2182, -6.1877, 4.0061], [4.6682, -6.4592, 3.7519], [5.9221, -4.9033, 2.2913], [4.7379, -3.1005, 1.0949], [4.0679, -1.3920, 3.0284], [4.3206, 1.2330, 2.7255], [1.8063, 5.0038, -0.1341], [-0.1494, 5.0170, -1.9371], [4.9991, 3.0577, 0.0907], [6.3736, 4.7893, 1.2036], [5.4537, 6.0500, 3.1274], [3.1598, 5.5675, 3.9228], [1.8008, 3.8351, 2.8030], [1.7098, -5.1408, 0.0207], [0.0189, -5.1538, -2.0049], [-1.7334, 0.4031, 3.9390], [-3.0132, 1.8246, 4.0614], [-3.2795, 2.2850, 5.3204], [-4.2137, 3.3228, 5.5009], [-4.8436, 3.8589, 4.4149], [-4.5694, 3.3877, 3.1072], [-5.2334, 3.9545, 1.9933], [-4.9667, 3.4827, 0.7392], [-4.0314, 2.4381, 0.5576], [-3.3212, 1.8188, 1.5750], [-3.6256, 2.3338, 2.8824], [-2.7705, 1.8539, 6.1721], [-4.4217, 3.6838, 6.5008], [-5.5677, 4.6586, 4.5346], [-5.9440, 4.7568, 2.1637], [-5.4720, 3.9129, -0.1223], [-3.8748, 2.1145, -0.4759], [-4.1368, -3.7504, 0.0641], [-2.8179, -4.1046, 0.7108], [-2.4152, -2.9856, 1.6644], [-2.4485, -1.7075, 1.0119], [-3.7320, -1.3507, 0.4600], [-4.1757, -2.3738, -0.5712], [-4.8698, -3.8006, 0.7722], [-4.3483, -4.4390, -0.6583], [-2.0717, -4.1755, -0.0786], [-2.9499, -5.0768, 1.1885], [-1.3976, -3.1870, 2.0033], [-3.0638, -2.9675, 2.5491], [-1.7036, -1.6515, 0.3165], [-3.6641, -0.3641, -0.0005], [-4.4578, -1.2386, 1.2742], [-3.4721, -2.3968, -1.4039], [-5.1913, -2.2299, -0.9416]]
}

---

(2)
{
  "formula": "C44H36BaN10S2",
  "method": "ωB97M-V with the def2-TZVPD basis set",
  "fmax_ev_per_a": 1.1,
  "orbital_gap_ha": 0.2733,
  "charge": 2,
  "energy_ha": -3067.514024,
  "homo_ev": -11.90,
  "elements": ["Ba", "C", "N", "C", "C", "C", "C", "C", "C", "N", "C", "C", "C", "C", "C", "C", "N", "C", "C", "C", "C", "C", "N", "H", "H", "H", "H", "H", "H", "H", "H", "H", "H", "H", "H", "H", "H", "H", "H", "H", "H", "N", "C", "C", "N", "C", "C", "N", "C", "C", "N", "H", "H", "H", "H", "H", "H", "S", "C", "C", "C", "C", "C", "C", "N", "C", "C", "C", "C", "C", "C", "C", "C", "N", "C", "C", "C", "C", "C", "S", "C", "H", "H", "H", "H", "H", "H", "H", "H", "H", "H", "H", "H"],
  "coordinates": [[-0.1661, 0.3899, 0.4634], [2.8311, -1.3489, 0.7030], [1.5858, -1.4035, 1.4997], [1.8681, -0.9509, 2.8800], [0.6557, -0.7242, 3.7657], [0.6456, -1.2022, 5.0662], [-0.4319, -0.9000, 5.8855], [-1.4653, -0.1342, 5.3744], [-1.3788, 0.2845, 4.0572], [-0.3484, 0.0035, 3.2606], [1.0728, -2.7880, 1.4616], [-0.3663, -2.9562, 1.9110], [-0.7346, -4.0874, 2.6248], [-2.0547, -4.2503, 3.0043], [-2.9677, -3.2634, 2.6708], [-2.5147, -2.1780, 1.9468], [-1.2504, -2.0227, 1.5412], [3.3779, 0.0534, 0.5076], [4.7465, 0.2583, 0.4045], [5.2162, 1.5451, 0.2128], [4.3059, 2.5893, 0.1323], [2.9605, 2.2939, 0.2236], [2.4937, 1.0493, 0.3985], [2.6206, -1.7811, -0.2792], [3.6136, -1.9695, 1.1579], [2.3989, 0.0003, 2.8000], [2.5512, -1.6547, 3.3731], [1.4695, -1.8015, 5.4319], [-0.4623, -1.2580, 6.9064], [-2.3239, 0.1310, 5.9757], [-2.1773, 0.8779, 3.6203], [1.7102, -3.4508, 2.0600], [1.1422, -3.1373, 0.4283], [0.0137, -4.8231, 2.8905], [-2.3622, -5.1252, 3.5626], [-4.0063, -3.3292, 2.9652], [-3.2082, -1.3831, 1.6833], [5.4285, -0.5776, 0.4921], [6.2797, 1.7326, 0.1379], [4.6316, 3.6118, -0.0015], [2.2162, 3.0806, 0.1596], [-2.0375, 4.8374, 1.0955], [-2.9499, 4.5209, 0.1123], [-2.6592, 3.2473, -0.2522], [-1.5914, 2.7712, 0.4865], [-1.2457, 3.7596, 1.2848], [-0.1310, 3.6562, 2.2279], [0.6338, 2.5903, 2.2931], [1.5615, 2.8736, 3.2753], [1.3404, 4.1081, 3.7969], [0.2521, 4.6041, 3.1158], [-1.9859, 5.7249, 1.5660], [-3.6961, 5.2179, -0.2258], [-3.1483, 2.6466, -1.0010], [2.3362, 2.1791, 3.5576], [1.8377, 4.6677, 4.5699], [-0.1722, 5.5009, 3.2801], [3.8395, 2.3234, -6.0744], [5.0433, 3.4362, -5.6088], [4.9703, 3.7310, -4.2822], [3.9224, 3.0211, -3.6350], [3.2231, 2.2049, -4.4787], [2.0815, 1.3269, -4.1618], [1.5948, 1.2318, -2.8439], [0.5754, 0.4897, -2.4573], [-0.0710, -0.2404, -3.4047], [0.3430, -0.2339, -4.7415], [-0.3431, -1.0246, -5.7277], [-1.4048, -1.7700, -5.3844], [-1.8762, -1.7847, -4.0254], [-3.0048, -2.5343, -3.6681], [-3.4666, -2.5264, -2.3781], [-2.7340, -1.7481, -1.4619], [-1.6602, -1.0393, -1.7462], [-1.2261, -1.0404, -3.0342], [-4.6553, -3.2778, -1.9353], [-5.1917, -3.3453, -0.6800], [-6.3519, -4.1633, -0.6094], [-6.6708, -4.7012, -1.8180], [-5.5738, -4.2233, -3.0315], [1.4370, 0.5640, -5.1007], [5.7359, 3.8222, -6.3405], [5.6363, 4.4237, -3.7882], [3.7051, 3.1168, -2.5803], [2.0888, 1.8066, -2.0714], [0.0137, -0.9997, -6.7497], [-1.9294, -2.3646, -6.1218], [-3.5050, -3.1121, -4.4381], [-3.0649, -1.7230, -0.4333], [-4.7797, -2.8295, 0.1768], [-6.9218, -4.3394, 0.2914], [-7.4951, -5.3539, -2.0601], [1.7548, 0.5709, -6.1380]]
}

---

(3)
{
  "formula": "C8H16FN2",
  "method": "ωB97M-V with the def2-TZVPD basis set",
  "fmax_ev_per_a": 6.5,
  "s_squared": 2.0072,
  "multiplicity": 3,
  "orbital_gap_ha": [0.2833, 0.2105],
  "charge": 1,
  "relative_energy_kcal_mol": 0.0,
  "energy_ha": -523.384177,
  "homo_ev": [-10.06, -12.92],
  "elements": ["C", "C", "C", "C", "C", "C", "C", "C", "N", "N", "F", "H", "H", "H", "H", "H", "H", "H", "H", "H", "H", "H", "H", "H", "H", "H", "H"],
  "coordinates": [[-0.4893, -0.6665, 0.2098], [-0.8751, -1.5916, -0.6870], [-2.6764, 1.7506, -2.1698], [1.0581, 0.9767, 1.3213], [-1.8157, 2.3851, -1.4091], [0.7093, 0.1137, 0.1542], [-2.1488, -2.3271, -0.6111], [3.0595, -0.3350, 1.9953], [1.6315, -0.1446, 2.0309], [1.6099, -0.0182, -0.7944], [-0.5247, 1.9852, -1.3056], [-1.1463, -0.4394, 1.0365], [-0.2412, -1.8443, -1.5272], [-2.3945, 0.8954, -2.7573], [-3.6912, 2.0910, -2.2368], [1.7755, 1.7682, 1.0942], [0.1951, 1.3993, 1.8302], [-2.0019, 3.2569, -0.8011], [-2.7988, -1.9373, 0.1680], [-2.6657, -2.2933, -1.5709], [-1.9474, -3.3821, -0.4074], [3.6088, 0.5372, 2.3668], [3.3177, -1.2010, 2.5971], [3.3801, -0.5316, 0.9697], [1.1940, -0.3863, 2.9048], [2.3467, 0.6649, -0.8919], [1.5308, -0.7259, -1.5090]]
}

---

(4)
{
  "formula": "C14H25BrO3P2Ru",
  "method": "ωB97M-V with the def2-TZVPD basis set",
  "fmax_ev_per_a": 8.9,
  "s_squared": 6.0320,
  "multiplicity": 5,
  "orbital_gap_ha": [0.2460, 0.2020],
  "charge": 2,
  "energy_ha": -4125.069217,
  "homo_ev": [-13.17, -16.13],
  "elements": ["Ru", "H", "H", "P", "P", "C", "H", "H", "H", "C", "H", "H", "H", "C", "H", "H", "H", "C", "H", "H", "H", "C", "H", "H", "H", "C", "H", "H", "H", "C", "O", "H", "Br", "C", "C", "C", "C", "C", "C", "C", "O", "O", "H", "H", "H", "H"],
  "coordinates": [[0.2312, -0.4106, -0.7749], [-1.9353, -0.8228, -0.8824], [-1.9492, -0.0407, -0.9384], [-0.1398, -2.5314, -1.6616], [-0.1764, 1.5589, -1.8758], [1.3056, 2.5870, -1.5524], [1.1021, 3.6390, -1.7962], [1.5714, 2.5146, -0.4886], [2.1306, 2.2043, -2.1664], [-0.5050, 1.8172, -3.6602], [-1.4716, 1.3707, -3.9281], [-0.5276, 2.8939, -3.8964], [0.2826, 1.3304, -4.2482], [-1.5252, 2.5060, -1.0677], [-1.4104, 2.4492, 0.0236], [-1.4869, 3.5635, -1.3760], [-2.4850, 2.0603, -1.3548], [-0.2925, -3.0212, -3.4292], [-0.3219, -4.1171, -3.5258], [-1.2159, -2.5959, -3.8475], [0.5707, -2.6286, -3.9846], [1.2577, -3.5848, -1.1021], [1.3714, -3.4801, -0.0139], [1.0726, -4.6400, -1.3482], [2.1821, -3.2596, -1.5935], [-1.5790, -3.3361, -0.8606], [-2.4962, -2.8499, -1.2073], [-1.6210, -4.4107, -1.1085], [-1.5029, -3.2061, 0.2266], [2.0590, -0.4837, -0.9591], [3.2268, -0.5161, -1.0723], [0.1322, -0.6856, -2.3723], [0.4336, 3.4179, 2.0346], [0.3399, 2.1875, 3.4854], [0.4321, 2.7447, 4.7756], [0.4317, 1.9419, 5.9278], [0.3349, 0.5535, 5.7997], [0.2208, 0.0044, 4.5222], [0.2083, 0.7742, 3.3562], [0.0988, -0.0122, 2.0600], [0.0546, -1.2594, 2.0243], [0.0669, 0.7258, 0.9899], [0.5272, 3.8216, 4.8909], [0.5170, 2.4052, 6.9086], [0.3434, -0.1082, 6.6695], [0.1368, -1.0710, 4.3984]]
}

---

(5)
{
  "formula": "C14H17NO2Pt",
  "method": "ωB97M-V with the def2-TZVPD basis set",
  "fmax_ev_per_a": 3.7,
  "s_squared": 2.0057,
  "multiplicity": 3,
  "orbital_gap_ha": [0.2425, 0.2334],
  "energy_ha": -868.050875,
  "homo_ev": [-6.87, -8.52],
  "elements": ["C", "C", "C", "H", "C", "H", "H", "H", "C", "H", "H", "C", "H", "H", "C", "H", "H", "C", "H", "H", "Pt", "H", "O", "C", "O", "C", "C", "C", "C", "C", "N", "H", "H", "H", "H"],
  "coordinates": [[-1.5403, -0.1787, -3.1180], [-3.7626, 0.8030, -1.4237], [-1.8859, -1.3275, -2.5327], [-0.4874, -0.0308, -3.3968], [-3.8074, -0.2979, -0.6599], [-3.8032, 1.7862, -0.9358], [-1.1000, -2.0353, -2.1990], [-3.8557, -0.1963, 0.4260], [-3.2627, -1.9268, -2.5108], [-3.1720, -3.0124, -2.6620], [-3.9000, -1.5868, -3.3385], [-2.4718, 0.8786, -3.6308], [-2.6564, 0.7661, -4.7142], [-2.0206, 1.8797, -3.4867], [-3.8543, 0.8749, -2.9168], [-4.5079, 0.1035, -3.3499], [-4.3494, 1.8336, -3.1637], [-3.9572, -1.6993, -1.1520], [-5.0178, -1.9824, -1.2489], [-3.5339, -2.3709, -0.3953], [-0.2490, -0.3453, -0.3051], [-0.3029, 0.5321, -1.6079], [0.7016, -2.3941, 3.0823], [0.6154, -1.7014, 2.0632], [-0.4321, -1.5790, 1.2572], [1.8078, -0.8866, 1.6948], [3.0281, -0.8491, 2.3675], [4.0552, -0.0162, 1.9750], [3.7741, 0.7679, 0.8584], [2.5687, 0.7210, 0.1752], [1.5936, -0.1164, 0.6038], [3.1062, -1.5079, 3.2245], [5.0117, 0.0312, 2.4885], [4.5123, 1.4512, 0.4952], [2.3399, 1.3161, -0.7048]]
}

---

(6)
{
  "formula": "H14LiO7",
  "method": "ωB97M-V with the def2-TZVPD basis set",
  "fmax_ev_per_a": 6.8,
  "orbital_gap_ha": 0.3789,
  "charge": 1,
  "relative_energy_kcal_mol": 123.3,
  "energy_ha": -542.297640,
  "homo_ev": -13.75,
  "elements": ["Li", "O", "H", "H", "O", "H", "H", "O", "H", "H", "O", "H", "H", "O", "H", "H", "O", "H", "H", "O", "H", "H"],
  "coordinates": [[0.0397, 0.1332, 0.0296], [-1.4330, 0.8808, -0.6100], [-1.6961, 1.4550, -1.3293], [-2.2532, 0.5033, -0.2921], [-0.6725, -0.7020, 1.1732], [-0.6449, -0.4781, 2.1035], [-1.4349, -1.2743, 1.0867], [0.6875, 1.6533, -1.1254], [1.2435, 2.1953, -0.5658], [1.2495, 1.4137, -1.8623], [1.5303, -0.0402, 0.2909], [1.9037, -0.8893, 0.5271], [2.0329, 0.5938, 0.8026], [0.1685, 1.2957, 1.3973], [-0.6543, 1.6587, 1.7252], [0.8459, 1.8562, 1.7758], [0.1491, -0.7459, -1.3453], [0.7127, -0.5547, -2.0950], [-0.6380, -1.1325, -1.7292], [-0.6614, -2.5563, -0.2505], [-0.3888, -1.9516, 0.4395], [-0.0860, -3.3142, -0.1465]]
}